13
Properties=species:S:1:pos:R:3 method="wB97M-V/def2-TZVPD" charge=0 homo_lumo_gap_ev=8.74 e_above_lowest_kj_mol=53.8 fmax_ha_per_bohr=0.007 energy_ha=-340.77442
C 2.18 -0.17 0.13
C 0.72 -0.09 -0.17
N 0.15 -0.47 -1.29
C -1.21 -0.26 -1.12
C -1.44 0.24 0.13
O -2.55 0.58 0.83
N -0.22 0.35 0.73
H 2.65 -0.76 -0.65
H 2.36 -0.67 1.09
H 2.65 0.81 0.16
H -1.92 -0.48 -1.90
H -3.31 0.20 0.38
H -0.06 0.72 1.66

42
Properties=species:S:1:pos:R:3 method="wB97M-V/def2-TZVPD" charge=0 homo_lumo_gap_ev=10.90 e_above_lowest_kj_mol=238.0 fmax_ha_per_bohr=0.062 energy_ha=-958.73120
C 1.33 -1.16 1.82
C 0.96 -1.75 0.50
C 2.22 -2.37 -0.15
O 0.41 -0.79 -0.41
H 0.50 -0.62 2.20
H 2.23 -0.48 1.70
H 1.74 -1.81 2.55
H 0.21 -2.56 0.76
H 2.40 -1.71 -1.02
H 2.20 -3.41 -0.58
H 3.06 -2.43 0.55
H -0.27 -1.20 -1.02
H -0.55 -2.31 -2.69
H -1.63 -1.18 -2.28
O -0.67 -1.44 -2.27
H 2.32 0.83 -0.39
H 3.65 1.28 0.33
O 2.69 1.38 0.31
H 1.79 4.00 2.01
H 2.01 2.89 0.87
O 1.37 3.47 1.33
H -3.55 -0.94 -1.38
H -3.16 0.47 -1.88
O -3.11 -0.47 -2.09
H -2.53 -1.73 1.43
H -3.68 -2.68 1.56
O -2.87 -2.56 1.03
H -0.24 0.42 0.29
H 0.01 1.93 1.17
O -0.55 1.26 0.76
H -2.93 0.28 2.60
H -1.55 0.46 1.94
O -2.02 -0.01 2.66
H -0.13 1.86 -1.20
H 0.22 3.31 -0.66
O -0.16 2.82 -1.40
H 1.99 0.93 -2.68
H 1.39 -0.17 -1.92
O 2.26 0.19 -2.12
H -1.95 1.80 -0.15
H -2.61 2.41 -1.40
O -2.76 1.79 -0.68

18
Properties=species:S:1:pos:R:3 method="wB97M-V/def2-TZVPD" charge=0 homo_lumo_gap_ev=9.20 e_above_lowest_kj_mol=254.6 fmax_ha_per_bohr=0.130 energy_ha=-472.49666
C 0.50 -0.50 -0.03
C -1.11 -0.13 -0.39
C -0.54 -0.17 -1.77
C 0.25 0.54 1.28
N 0.67 -1.84 0.34
N 0.57 1.83 0.97
O -0.09 1.08 -2.16
N 0.11 0.14 2.47
O -0.68 -1.09 -2.57
H 0.09 1.03 -3.11
H 1.39 -0.04 -0.45
H -0.18 -2.39 0.42
H 1.42 -2.03 0.99
H 0.51 2.49 1.73
H 0.46 2.13 0.02
H -0.07 -0.85 2.56
H -1.61 0.80 -0.14
H -1.69 -1.02 -0.17

26
Properties=species:S:1:pos:R:3 method="wB97M-V/def2-TZVPD" charge=+1 homo_lumo_gap_ev=7.89 e_above_lowest_kj_mol=245.6 fmax_ha_per_bohr=0.089 energy_ha=-987.48178
C 3.81 0.06 0.03
C 3.00 -0.35 -1.03
C 3.23 0.52 1.16
C 1.66 -0.73 -0.77
C 1.86 0.47 1.37
C 1.07 -0.28 0.43
C -1.12 -1.63 0.06
C -0.32 -0.53 0.73
C -2.85 -0.06 -0.71
N -2.27 -1.30 -0.49
N -1.99 1.08 -1.00
N -1.18 1.39 0.14
O -0.75 -2.77 0.31
S -3.79 0.40 0.78
H 4.89 0.03 -0.04
H 3.61 -0.34 -1.94
H 3.87 0.88 1.94
H 1.23 -1.42 -1.52
H 1.31 1.04 2.12
H -0.62 -0.26 1.72
H -3.63 0.00 -1.60
H -2.65 -2.16 -0.89
H -1.43 0.95 -1.83
H -1.94 1.57 0.91
H -0.54 2.13 -0.13
H -4.48 1.29 0.23

8
Properties=species:S:1:pos:R:3 method="wB97M-V/def2-TZVPD" charge=0 homo_lumo_gap_ev=7.36 e_above_lowest_kj_mol=857.5 fmax_ha_per_bohr=0.079 energy_ha=-628.88599
C -3.17 0.75 -0.41
F -2.84 0.32 -1.60
F -2.77 -0.15 0.46
F -2.68 1.97 -0.24
Si 1.20 -0.43 0.58
H 2.14 -1.46 1.15
H -4.31 0.93 -0.40
H 1.50 -0.36 -0.83

19
Properties=species:S:1:pos:R:3 method="wB97M-V/def2-TZVPD" multiplicity=3 charge=+1 homo_lumo_gap_ev="4.64 / 5.50" e_above_lowest_kj_mol=223.3 fmax_ha_per_bohr=0.147 energy_ha=-485.80661
C 0.35 -1.24 -0.79
C -1.34 0.26 0.32
C 2.07 2.34 0.83
C -1.04 -0.67 -0.87
N 1.24 -0.72 -0.04
N -0.42 0.51 1.21
N 1.28 1.61 0.17
N 0.78 -2.25 -1.56
N -2.62 0.37 0.64
N 0.89 0.40 0.75
H 2.24 3.35 0.35
H 2.38 2.03 1.87
H -1.24 -0.10 -1.75
H -1.73 -1.39 -0.77
H 0.23 -2.86 -2.18
H 1.68 -2.56 -1.38
H -3.35 -0.03 0.04
H -2.93 0.78 1.61
H 1.52 0.16 1.54

12
Properties=species:S:1:pos:R:3 method="wB97M-V/def2-TZVPD" charge=0 homo_lumo_gap_ev=8.54 e_above_lowest_kj_mol=755.7 fmax_ha_per_bohr=0.148 energy_ha=-414.55837
C 1.63 -0.64 0.57
C 0.13 -0.50 0.15
C -1.83 -0.71 -0.15
C -0.49 0.83 0.17
H 1.57 1.06 -1.08
H 1.30 0.39 1.58
H 2.14 -1.87 0.94
H -2.88 -1.26 -0.29
N -0.56 -1.49 -0.20
N -1.87 0.51 0.02
O 2.24 -0.02 -0.59
O 0.05 1.84 0.06

93
Properties=species:S:1:pos:R:3 method="wB97M-V/def2-TZVPD" charge=+3 homo_lumo_gap_ev="3.16 / 3.27" fmax_ha_per_bohr=0.079 energy_ha=-8002.23252
V -0.02 0.10 1.38
O -2.53 -2.23 3.47
C -1.53 -1.58 3.20
N -1.43 -0.26 2.68
C -2.21 0.74 3.39
C -1.47 2.05 3.24
C -1.92 3.31 3.64
C -1.11 4.46 3.43
C 0.08 4.30 2.70
C 0.41 3.02 2.25
N -0.33 1.93 2.48
C -0.20 -2.14 3.36
C 0.03 -3.48 3.76
C 1.36 -3.89 3.78
C 2.32 -2.96 3.34
C 1.99 -1.68 2.91
N 0.72 -1.25 2.87
H -3.23 0.85 2.93
H -2.41 0.44 4.44
H -2.91 3.41 4.13
H -1.42 5.42 3.85
H 0.73 5.12 2.43
H 1.31 2.78 1.69
H -0.81 -4.16 3.96
H 1.62 -4.89 4.15
H 3.36 -3.25 3.30
H 2.69 -0.92 2.53
C 0.14 -0.96 -2.41
C -1.17 -0.21 -2.33
As -1.55 0.70 -0.60
C -2.16 2.39 -1.44
C -3.19 2.46 -2.34
C -3.53 3.68 -2.94
C -2.84 4.85 -2.59
C -1.79 4.79 -1.65
C -1.41 3.56 -1.13
C -3.32 -0.09 -0.20
C -3.39 -1.48 -0.01
C -4.59 -2.11 0.37
C -5.74 -1.34 0.58
C -5.65 0.05 0.48
C -4.47 0.66 0.05
As 0.86 -1.66 -0.66
C 0.16 -3.50 -0.90
C -0.74 -3.91 -1.89
C -1.10 -5.26 -1.98
C -0.67 -6.19 -1.03
C 0.19 -5.77 -0.01
C 0.65 -4.45 0.02
C 2.67 -2.10 -1.44
C 3.79 -1.47 -0.83
C 5.04 -1.52 -1.45
C 5.23 -2.29 -2.60
C 4.16 -3.02 -3.12
C 2.89 -2.92 -2.56
H 0.95 -0.26 -2.71
H 0.15 -1.82 -3.11
H -2.03 -0.90 -2.47
H -1.20 0.60 -3.09
H -3.73 1.53 -2.58
H -4.31 3.65 -3.69
H -3.11 5.82 -3.04
H -1.25 5.71 -1.31
H -0.54 3.48 -0.47
H -2.52 -2.10 -0.22
H -4.56 -3.19 0.52
H -6.69 -1.84 0.81
H -6.52 0.68 0.68
H -4.46 1.77 -0.06
H -1.09 -3.23 -2.66
H -1.78 -5.56 -2.78
H -0.98 -7.22 -1.07
H 0.59 -6.47 0.73
H 1.39 -4.13 0.75
H 3.61 -0.96 0.10
H 5.84 -0.93 -1.02
H 6.19 -2.31 -3.09
H 4.30 -3.70 -3.99
H 2.06 -3.48 -2.98
Cl 3.76 6.06 -3.44
C 3.69 4.77 -2.28
C 2.53 4.03 -2.22
C 2.34 2.99 -1.30
C 3.30 2.62 -0.36
C 4.52 3.47 -0.36
C 4.71 4.49 -1.32
C 3.14 1.40 0.61
O 4.14 1.16 1.29
O 1.99 0.68 0.59
H 1.74 4.27 -2.96
H 1.40 2.43 -1.31
H 5.25 3.30 0.44
H 5.65 5.06 -1.29

One value per record, in order, for M: 98.1; 240.2; 131.1; 210.3; 100.1; 141.2; 112.1; 905.1 g/mol.